# C15H26OSSi

One molecule with the formula C15H26OSSi at a distorted geometry (ωB97M-V/def2-TZVPD, the OMol25 dataset).

Cartesian coordinates (Å):
C 0.597 1.892 3.240
C 2.107 2.103 2.829
C 2.439 1.775 1.327
O 1.355 2.010 0.432
C 1.629 1.432 -0.874
Si -0.037 1.417 -1.807
C -0.269 -0.010 -3.041
C 0.814 -1.152 -2.965
C 0.907 -1.857 -1.578
C 2.236 -2.394 -1.210
C 2.498 -3.038 0.065
C 1.400 -3.171 1.022
C 0.079 -2.652 0.664
C -0.188 -1.985 -0.624
C -1.417 1.544 -0.474
S -3.009 0.887 -1.127
C -4.137 0.513 0.295
C -4.682 -0.981 0.253
H 0.403 0.919 3.771
H 0.339 2.692 3.994
H -0.135 2.002 2.404
H 2.410 3.144 3.132
H 2.718 1.417 3.483
H 3.272 2.480 1.014
H 2.856 0.731 1.290
H 2.360 2.144 -1.374
H 2.157 0.445 -0.807
H -0.092 2.688 -2.574
H -0.250 0.419 -4.083
H -1.281 -0.502 -2.945
H 0.528 -1.929 -3.737
H 1.838 -0.802 -3.268
H 3.074 -2.297 -1.949
H 3.542 -3.379 0.259
H 1.624 -3.653 2.002
H -0.720 -2.797 1.431
H -1.193 -1.571 -0.871
H -1.524 2.628 -0.213
H -1.101 0.903 0.393
H -5.001 1.225 0.193
H -3.660 0.724 1.289
H -4.739 -1.330 -0.813
H -5.720 -0.999 0.673
H -4.026 -1.634 0.878

Results
Structure (SMILES): CCCOC[Si@@H](CCc1ccccc1)CSCC
Highest occupied orbital energy (eV): -8.387